Computed, not measured: 2 unconnected molecules or ions with the total composition C6H13NO in a non-equilibrium geometry, with ωB97M-V/def2-TZVPD.

orbital gap = 9.2457 eV
total energy = -366.24536 a.u.
structure (SMILES) = C=NC(=C)CCC.O
HOMO = -0.317 hartree

The geometry in ORCA input format:
```
! wB97M-V def2-TZVPD RIJCOSX def2/J DEFGRID3
* xyz 0 1
C -0.0208 -2.3236 1.1422
C -0.8031 -0.9837 1.2639
C 0.2839 0.1377 1.3068
C -0.0146 1.3368 0.5812
C 0.1801 2.5524 1.1713
C -0.9494 0.5799 -1.6275
N 0.0002 1.1504 -0.8872
H 0.3868 -2.5047 2.1694
H -0.4974 -3.1301 0.7701
H 0.9021 -2.1830 0.5087
H -1.6121 -0.7506 0.4005
H -1.4978 -0.9667 2.0470
H 0.6295 0.3176 2.4192
H 1.3804 -0.2475 1.0363
H 0.4266 3.2843 0.5674
H -0.1886 2.9461 2.1273
H -0.6864 0.3417 -2.7336
H -1.9180 0.1857 -1.2599
H 0.5027 -1.3003 -1.7974
H 1.3907 -0.3608 -2.6471
O 1.0905 -1.4352 -2.5531
*
```